This record from the OMol25 dataset describes a cluster of 11 separate species, H22O11 in total at a distorted geometry. The level of theory is wB97M-V/def2-TZVPD.

Structure (XYZ):
```
33
Properties=species:S:1:pos:R:3:forces:R:3
O 4.32428 -0.86602 -1.43118 2.52 0.39 1.21
O -2.89338 -3.05916 1.80756 -0.39 -0.33 1.14
O 2.89621 2.19958 2.29862 -3.16 1.48 0.40
O -4.61115 2.05838 -1.77941 -0.09 -2.91 0.37
O -1.29132 5.04423 0.68101 1.65 1.65 -2.06
O -0.46767 -3.75919 -0.41571 4.69 -0.33 -1.56
O -5.82326 -0.39799 -0.06852 0.70 1.67 0.51
O 0.27464 0.36749 0.49944 1.71 2.59 0.93
O 2.94129 -1.29844 1.86468 0.95 -0.62 4.02
O 3.04735 1.75125 -1.75766 -0.27 0.08 -2.64
O 1.64081 -2.10828 -1.42130 -1.40 0.06 -1.31
H -3.65500 2.19794 -1.70697 -0.34 -0.18 -0.08
H 0.28444 1.36282 0.58788 0.72 -1.49 0.08
H 2.45566 -2.04300 -0.97087 1.46 -0.03 1.05
H 2.04487 2.69958 1.97901 2.54 -1.35 0.50
H 4.78105 -0.01531 -1.54447 0.53 -0.94 0.48
H 3.93012 1.36765 -1.59799 -0.89 0.68 -0.34
H 2.58640 -0.72282 1.26119 -1.46 2.01 -3.05
H 3.61492 -0.71302 -1.98974 -2.74 0.04 -1.69
H 2.65116 2.14564 3.25386 0.64 -0.12 -0.86
H 2.79351 -0.71942 2.66916 0.49 -1.36 -1.02
H -5.07437 0.17631 0.29830 -1.34 -1.95 -0.86
H -0.42339 -3.79499 -1.37990 -0.17 0.12 0.44
H 1.81719 -2.64668 -2.19943 0.11 -0.03 0.12
H -1.30111 4.27994 0.07559 -0.04 0.50 0.35
H -4.75017 1.02936 -1.68449 0.35 3.07 -0.29
H -0.77325 5.76274 0.13083 -1.58 -2.15 1.70
H -3.41212 -3.47149 1.11884 -0.26 -0.17 -0.22
H 2.87965 1.76812 -2.77950 0.81 -0.13 2.96
H -0.58619 0.31499 0.17192 -2.33 -1.11 -0.97
H -1.31700 -3.73754 -0.15669 -4.66 0.12 1.33
H -5.57119 -1.26630 -0.39606 0.71 0.29 0.35
H -3.27754 -3.42919 2.63948 0.56 0.48 -0.98
```
Forces are in eV/Å.

As for the HOMO energy: -10.529 eV. As for the total charge: 0. Its energy relative to the best compared isomer or geometry (same formula, charge and spin) is 104.3 kcal/mol. The SMILES is O.O.O.O.O.O.O.O.O.O.O. For the frontier orbital gap, the calculation gives 10.2 eV.